No. 1
22
Properties=species:S:1:pos:R:3 method="wB97M-V/def2-TZVPD" total_charge=0 spin_multiplicity=1 homo_energy_ev=-7.3 de_lowest_kcal_mol=93.8
C -1.8237 1.1778 0.1570
C -1.9669 1.7642 -1.2208
C -0.6766 1.8246 -2.0052
C 0.2911 0.3920 1.0320
C 0.4220 -1.7206 2.3866
C 0.9162 -1.8045 -0.0744
C 0.9620 -0.9422 1.1654
N -0.7332 0.7042 0.5114
O -0.9314 1.8938 -3.4225
H -2.5242 1.4455 0.9012
H -2.7466 1.3163 -1.7953
H -2.4092 2.7668 -0.9311
H -0.2509 2.8452 -1.7129
H -0.0817 1.0023 -1.6111
H -0.6781 -1.7733 2.3893
H 0.7495 -1.2811 3.4395
H 0.9168 -2.7644 2.3086
H 1.8205 -2.4482 -0.2679
H 1.0099 -1.2131 -0.9470
H -0.0098 -2.3293 -0.1099
H 2.0452 -0.7749 1.4488
H -1.5538 2.6109 -3.5170



No. 2
17
Properties=species:S:1:pos:R:3 method="wB97M-V/def2-TZVPD" total_charge=0 spin_multiplicity=1 homo_energy_ev=-7.4 de_lowest_kcal_mol=103.0
C 0.2848 -1.7358 -0.6816
C 0.8475 -1.1601 0.4508
C 0.8338 -1.9479 1.7022
C 0.8485 0.2599 0.4025
C 0.2808 0.9593 -0.7040
C -0.6990 2.0788 -0.5541
O -2.0281 1.4547 -0.5565
H 0.1354 -2.8558 -0.7718
H 0.5047 -1.2855 -1.6672
H 1.4233 -2.8434 1.5296
H 1.4022 -1.2458 2.4646
H -0.2406 -2.2176 2.0008
H 1.3118 0.7854 1.1447
H 0.8039 0.9772 -1.7126
H -0.6598 2.5418 0.5030
H -0.7222 2.8036 -1.3399
H -2.1122 0.9771 -1.3937



No. 3
25
Properties=species:S:1:pos:R:3 method="wB97M-V/def2-TZVPD" total_charge=0 spin_multiplicity=3 homo_energy_ev="-3.7 / -9.2" s2=2.004
C 0.2231 0.8678 -1.5943
C -0.1337 -0.6394 -1.6764
C -1.0190 1.3396 1.1817
C -1.8287 0.0637 0.9617
C 1.1230 -0.6427 0.7563
Si 0.6657 1.1526 0.2365
Si -0.6983 -1.2321 0.0719
Si 2.3435 2.8065 0.0068
Si -1.1670 -3.4756 0.4651
H 1.1275 0.9556 -2.1863
H -0.7537 1.3332 -1.7710
H -0.6967 -0.9825 -2.5139
H 0.7435 -1.3386 -1.8280
H -1.6754 2.2146 0.9354
H -0.8026 1.5320 2.3480
H -2.4660 -0.3595 1.6808
H -2.5428 0.3250 0.1356
H 1.9562 -0.9355 0.1169
H 1.3218 -0.9865 1.7661
H 2.8490 3.6045 1.0945
H 1.7672 3.7868 -0.7931
H 3.2924 1.9825 -0.8445
H -2.2639 -3.6862 1.3737
H 0.2561 -3.7657 0.9974
H -1.6213 -3.9199 -0.9208



No. 4
80
Properties=species:S:1:pos:R:3 method="wB97M-V/def2-TZVPD" total_charge=+2 spin_multiplicity=2 homo_energy_ev="-13.9 / -13.9" de_lowest_kcal_mol=38.0 s2=0.762
Ir -0.6490 -0.4374 1.6545
O 7.3157 -1.2073 0.8688
C 6.8611 -1.9702 1.6073
O 6.3919 -2.7313 2.3475
C 4.1214 -0.6095 2.0183
C 3.4558 -1.4132 2.9008
C 2.0624 -1.3236 2.8307
N 1.4691 -0.5676 1.9143
C 2.1711 0.3108 1.1624
C 3.5736 0.3105 1.1793
C 1.3094 1.3489 0.6020
C 1.8491 2.4665 -0.0975
C 1.2345 3.6470 -0.4930
C -0.0828 4.0512 -0.5003
C -1.3408 3.3173 -0.4538
N 0.0557 1.2053 0.9293
C 1.1175 -1.8589 3.8189
C 1.4719 -2.7050 4.8552
C 0.5416 -2.9768 5.8465
C -0.7021 -2.3678 5.7867
C -0.9934 -1.5602 4.7031
N -0.1187 -1.3408 3.7176
H 3.9535 -2.0622 3.6098
H 4.1548 1.0144 0.5971
H 2.9212 2.4499 -0.2430
H 1.9306 4.4261 -0.7827
H -0.2340 5.1253 -0.5585
H -2.2275 3.8945 -0.6836
H 2.4620 -3.1349 4.8996
H 0.7957 -3.6328 6.6679
H -1.4389 -2.5086 6.5644
H -1.9434 -1.0419 4.6358
N -2.1895 -1.9702 2.0035
C -2.1885 -3.3185 1.3704
C -0.9066 -4.1145 1.5673
N 0.2690 -3.4773 0.9739
H -2.3088 -2.1073 3.0008
H -2.9962 -1.4290 1.6933
H -2.3854 -3.1913 0.3049
H -3.0108 -3.8966 1.7963
H -1.0849 -5.1063 1.1397
H -0.7223 -4.2509 2.6371
H 0.1894 -3.4889 -0.0371
H 1.0991 -4.0087 1.2101
C 0.8134 3.6144 -5.9230
C -0.3354 2.6393 -5.6991
S -0.7110 2.5575 -3.9666
O -1.1985 3.8359 -3.5090
O 0.4273 1.9814 -3.2791
C -2.1047 1.4250 -3.8583
C -1.7343 -0.0463 -3.8178
N -1.0685 -0.4378 -2.5601
C -1.6743 -0.6113 -1.3677
N -0.7522 -0.9118 -0.4280
C 0.4691 -0.8982 -1.0570
C 0.2789 -0.6386 -2.3598
N 1.3280 -0.5813 -3.3516
O 2.4486 -0.4909 -2.9059
O 1.0251 -0.6494 -4.5218
C -3.1360 -0.4606 -1.1604
H 1.0372 3.6622 -6.9869
H 1.7101 3.2851 -5.4012
H 0.5466 4.6136 -5.5843
H -0.0735 1.6209 -5.9941
H -1.2538 2.9597 -6.1917
H -2.7179 1.6285 -4.7376
H -2.6667 1.7446 -2.9840
H -1.0873 -0.3238 -4.6418
H -2.6386 -0.6470 -3.9053
H 1.3923 -1.1446 -0.5701
H -3.6759 -0.4554 -2.1035
H -3.3506 0.4634 -0.6258
H -3.5147 -1.2858 -0.5588
F -0.9580 1.4163 3.1529
Te -1.7298 2.3558 1.5176
F -3.4647 2.5973 0.6601
F -1.3471 2.1468 -1.1832
F -2.7427 3.0909 2.8768
F -0.4528 3.6434 2.1133
O -2.3409 0.5424 1.3471



No. 5
27
Properties=species:S:1:pos:R:3 method="wB97M-V/def2-TZVPD" total_charge=+1 spin_multiplicity=1 homo_energy_ev=-14.0 de_lowest_kcal_mol=0.0
C 0.6517 0.7162 -2.3617
C -0.6453 0.4269 -1.5788
C -0.7217 0.1819 -0.2624
C -2.2175 0.0992 0.4472
Cl -3.1859 1.4768 -0.1642
Cl -2.8601 -1.5409 -0.0264
N 0.4499 -0.1467 0.5308
C 0.7201 0.7614 1.6681
C 0.5270 2.2053 1.0879
C 0.4504 -1.5448 0.9728
C 0.4085 -2.5753 -0.2581
H 0.7524 1.7320 -2.6315
H 1.6705 0.4119 -1.9603
H 0.8246 0.2402 -3.3893
H -1.5618 0.5144 -2.2614
H -2.0807 0.2905 1.4602
H 1.2748 -0.1211 -0.2203
H -0.1290 0.7504 2.3165
H 1.7289 0.3991 1.9893
H 1.2244 2.1381 0.2654
H -0.4264 2.5440 0.7779
H 1.0628 2.9826 1.7787
H 1.2862 -1.9000 1.7477
H -0.4043 -1.5512 1.5834
H -0.1974 -2.2812 -1.0917
H 1.3446 -2.6569 -0.6340
H 0.0532 -3.5529 0.2144



No. 6
60
Properties=species:S:1:pos:R:3 method="wB97M-V/def2-TZVPD" total_charge=-2 spin_multiplicity=1 homo_energy_ev=-0.5 de_lowest_kcal_mol=67.6
O -2.5388 3.2129 -0.0599
C -1.4424 2.5934 0.1144
O -1.3148 1.3004 0.3913
B 0.0765 0.9121 0.7321
O 0.8534 2.0848 0.3500
C 0.0508 3.0346 -0.0712
O 0.3854 4.1081 -0.5681
O 0.5640 -0.3359 0.1517
C 0.9901 -1.1356 1.0036
O 1.4461 -2.3248 0.8385
C 0.7056 -0.5031 2.4359
O 0.1844 0.6767 2.2137
O 0.9346 -0.9632 3.5762
C -0.0896 -7.4155 -2.8319
C -1.1912 -8.5662 -3.0331
O -2.3344 -8.4431 -2.1375
H 0.3296 -7.5341 -1.8328
H -0.5294 -6.4182 -2.8463
H 0.6560 -7.2980 -3.6183
H -0.6473 -9.4955 -2.8636
H -1.5451 -8.5679 -4.0641
O 3.7652 -8.5288 0.7760
H 3.6434 -8.9833 -0.0576
H 3.9088 -7.6145 0.5320
O 5.2170 5.9284 -3.3654
H 4.3339 5.5600 -3.3414
H 5.0996 6.8105 -3.7180
O -7.5027 0.8679 0.8956
H -7.6208 1.7425 0.5251
H -6.7431 0.5123 0.4342
O 5.3729 -0.2943 6.7411
H 6.2288 -0.6425 6.4912
H 4.8453 -1.0695 6.9333
O 6.5211 -4.6684 1.5149
H 5.7197 -4.2005 1.2803
H 7.1951 -3.9894 1.5456
O -3.9054 -2.4623 0.8223
H -4.2435 -2.4227 1.7169
H -3.3497 -1.6871 0.7413
O -0.8125 -1.3885 -4.3929
H -0.5027 -1.8969 -3.6433
H -1.7608 -1.5184 -4.3956
O 4.9545 0.8142 1.0271
H 4.2478 1.4274 1.2294
H 4.7620 0.5105 0.1400
O -5.4538 4.5986 -5.3068
H -5.1139 3.7798 -4.9459
H -4.8010 4.8647 -5.9543
O -6.0196 8.8885 -1.8461
H -5.7988 7.9623 -1.9444
H -6.9454 8.9411 -2.0833
O 1.9301 8.9775 2.9229
H 2.4307 8.3445 2.4082
H 2.4888 9.7541 2.9574
O -0.1864 -6.2948 5.3212
H -0.0178 -5.3847 5.0772
H -0.9025 -6.2448 5.9543
O -2.0736 10.3625 -0.1169
H -2.9570 10.0513 -0.3143
H -1.4972 9.6709 -0.4418



No. 7
163
Properties=species:S:1:pos:R:3 method="wB97M-V/def2-TZVPD" total_charge=+1 spin_multiplicity=1 homo_energy_ev=-10.4
C -4.5479 0.7339 0.2779
C -4.2455 -0.6566 -0.5369
C -3.2724 -0.4072 -1.8756
O -1.8814 -0.4847 -1.4696
C -0.9383 0.2096 -2.3528
C -1.1610 1.8325 -2.4640
C -1.5104 2.6022 -1.0644
C -1.3236 4.2340 -1.3864
N -0.6892 4.9246 -0.1645
C -0.5856 -0.4745 -3.8472
C -1.6942 -0.4516 -5.0354
I -1.2431 -2.0831 -6.4959
C -2.0696 0.9662 -5.7220
C -2.7123 0.7288 -7.2489
C 1.0413 -0.3315 -4.1861
Si 1.7412 0.8651 -5.4644
C 1.5581 2.7501 -5.1172
C 1.0782 0.6267 -7.2986
C 3.6741 0.5517 -5.6600
N 1.5782 -0.2606 -2.7390
N 2.3630 -1.4379 -2.7260
P 2.8057 0.9503 -2.3211
O 2.1966 2.4968 -1.8842
O 4.0591 0.3483 -1.2815
C 0.4923 -0.3401 -1.6650
S 0.8820 0.0797 0.1096
C 0.5437 -1.4808 1.1258
C 1.6631 -1.7437 2.3094
O 1.6405 -2.9281 2.9665
O 2.7049 -0.7276 2.6345
C 2.2022 -0.1033 3.8825
C 3.0405 1.3313 4.0390
C 3.1996 1.7474 5.6285
O 2.3098 2.3227 3.2335
C 3.1219 3.5152 2.9423
O 4.4402 3.5466 2.7205
C 2.3412 4.9853 2.8826
S 0.4865 4.8541 3.1153
H -5.5536 0.6941 0.8827
H -4.6624 1.5837 -0.5537
H -3.5983 0.9219 0.9725
H -5.3005 -1.1003 -0.8766
H -3.7915 -1.4947 0.1814
H -3.5393 -1.3224 -2.5943
H -3.6417 0.5992 -2.3340
H -0.2042 2.3236 -2.9183
H -2.1307 1.9798 -3.1456
H -0.7974 2.3876 -0.1673
H -2.6499 2.4828 -0.7828
H -0.5354 4.3799 -2.2702
H -2.3261 4.7462 -1.7095
H 0.3574 4.7477 -0.2357
H -0.7645 5.9647 -0.3708
H -0.6140 -1.6358 -3.5448
H -2.7123 -0.8507 -4.5509
H -1.2609 1.8063 -5.6967
H -2.9941 1.4046 -5.1025
H -1.9047 0.4717 -8.0526
H -3.1425 1.8004 -7.5512
H -3.6042 -0.0379 -7.1876
H 1.2193 -1.3949 -4.7009
H 1.7728 3.2917 -6.1610
H 2.3652 3.2007 -4.3811
H 0.4473 3.0921 -4.8447
H 0.0711 1.1897 -7.4900
H 1.1030 -0.4880 -7.6507
H 1.8911 1.1919 -7.9669
H 3.8255 -0.6175 -5.5199
H 3.9665 0.7726 -6.7870
H 4.3036 1.1603 -4.8819
H 1.7703 -2.2901 -2.8012
H 3.0572 -1.3724 -3.5245
H 1.3311 2.4873 -1.3867
H 3.7294 0.1554 -0.3548
H 0.1952 -1.4912 -1.5403
H 0.6026 -2.4335 0.4092
H -0.5706 -1.4625 1.5245
H 1.0304 0.0766 3.7863
H 2.4030 -0.8521 4.7622
H 4.1131 1.1131 3.6052
H 4.1204 2.4697 5.7093
H 3.4045 0.7732 6.2757
H 2.1803 2.2492 5.9704
H 2.5477 5.5191 1.8418
H 2.8210 5.6797 3.7196
H 0.0213 6.1885 2.9020
C -6.9305 -3.7834 0.9285
C -8.3324 -3.9892 1.4961
O -8.7915 -2.6838 1.8391
S -8.1483 -1.6054 0.7981
O -9.1251 -1.3364 -0.2337
O -7.5021 -0.5630 1.5612
O -6.9998 -2.5771 0.1701
H -6.1981 -3.6405 1.7295
H -6.6161 -4.6157 0.2932
H -8.3352 -4.6417 2.3725
H -9.0089 -4.3966 0.7373
C 7.2021 4.5500 -5.8939
C 6.5156 3.7310 -4.8041
O 5.1268 4.0261 -4.9345
S 4.7909 4.3114 -6.5049
O 4.2656 3.0941 -7.0823
O 4.1161 5.5846 -6.6038
O 6.3269 4.4966 -7.0192
H 7.3064 5.5975 -5.5930
H 8.1845 4.1479 -6.1555
H 6.8720 3.9874 -3.8036
H 6.6502 2.6576 -4.9741
C 0.2724 -3.9739 7.3265
C 1.4569 -3.5372 6.4687
O 2.2485 -2.7103 7.3187
S 2.1091 -3.2421 8.8544
O 3.2455 -4.0883 9.1437
O 1.7237 -2.1289 9.6902
O 0.8075 -4.1978 8.6298
H -0.4769 -3.1789 7.3978
H -0.1992 -4.8841 6.9464
H 1.1455 -2.9875 5.5773
H 2.0664 -4.3971 6.1712
C 8.7785 4.6296 -10.2737
C 9.7743 3.4752 -10.1988
O 10.7913 3.9173 -9.3026
S 10.1223 4.8981 -8.1842
O 9.8561 4.1145 -6.9983
O 10.8656 6.1363 -8.1591
O 8.7068 5.1577 -8.9504
H 9.1419 5.4211 -10.9371
H 7.7904 4.3014 -10.6073
H 10.2004 3.2287 -11.1742
H 9.3101 2.5816 -9.7684
C 2.8517 -8.2707 10.3343
C 1.4499 -8.4765 10.9019
O 0.9907 -7.1710 11.2449
S 1.6339 -6.0926 10.2039
O 0.6571 -5.8237 9.1721
O 2.2801 -5.0503 10.9670
O 2.7825 -7.0644 9.5758
H 3.5842 -8.1278 11.1353
H 3.1662 -9.1030 9.6990
H 1.4470 -9.1290 11.7783
H 0.7734 -8.8839 10.1431
C -1.2389 -2.0126 11.4671
C -1.3778 -0.7824 12.3599
O -2.5298 -0.0969 11.8742
S -3.5924 -1.1907 11.2957
O -4.5719 -1.4568 12.3257
O -3.9500 -0.8121 9.9484
O -2.5717 -2.4600 11.2246
H -0.7867 -1.7521 10.5047
H -0.6518 -2.8031 11.9421
H -0.4981 -0.1358 12.3178
H -1.5688 -1.0693 13.3993
C -11.4392 -2.1097 -4.6669
C -11.0909 -0.6297 -4.5325
O -11.0480 -0.3823 -3.1290
S -10.5341 -1.7308 -2.3688
O -9.1163 -1.5951 -2.1185
O -11.4873 -2.0646 -1.3362
O -10.7340 -2.7644 -3.6137
H -12.5103 -2.2779 -4.5155
H -11.1411 -2.5176 -5.6364
H -11.8271 0.0170 -5.0158
H -10.0975 -0.4198 -4.9429



No. 8
7
Properties=species:S:1:pos:R:3 method="wB97M-V/def2-TZVPD" total_charge=0 spin_multiplicity=1 homo_energy_ev=-11.2 de_lowest_kcal_mol=53.5
C 0.2738 0.2513 -0.0073
H 2.0030 -0.7675 -0.1109
N -0.4249 1.2983 0.0552
N -1.6330 0.5785 0.0085
N -1.5533 -0.6142 -0.0461
O 1.5769 0.1768 -0.0002
O -0.2425 -0.9232 0.1008